Below is C21H21LiPS2 as an isolated structure, with properties calculated with the ωB97M-V functional and the def2-TZVPD basis.

Geometry (Å):
Li -0.43113 1.22506 1.71140
S 1.76648 3.55778 3.06222
C 0.59177 2.59983 2.64358
C -2.51828 1.54471 4.70255
S -2.53936 0.94983 3.01676
C -3.83332 -0.28566 3.05733
H -3.43118 2.08748 4.93884
H -1.67260 2.22483 4.77623
H -2.37809 0.72991 5.41023
H -3.66012 -1.02665 3.83673
H -3.83097 -0.79162 2.09464
H -4.81347 0.16446 3.20514
C -1.43030 -1.17487 -4.86159
C -1.38150 -2.14954 -3.87727
C -0.98374 -1.82256 -2.58943
C -0.63600 -0.51280 -2.27342
C -0.69498 0.46441 -3.26429
C -1.08482 0.13256 -4.55164
P -0.21526 -0.07015 -0.56007
C 0.71148 -1.52870 0.03007
C 0.40992 -2.04555 1.28185
C 1.11280 -3.14150 1.77514
C 2.10211 -3.72981 1.00885
C 2.40292 -3.22955 -0.25590
C 1.70933 -2.13570 -0.73820
C 1.03843 1.25018 -0.64640
C 0.54213 2.53748 -0.87559
C 1.39310 3.63013 -0.89743
C 2.74387 3.45365 -0.65002
C 3.24097 2.18544 -0.38602
C 2.39701 1.08722 -0.39047
H -1.73367 -1.43239 -5.86690
H -1.64699 -3.17315 -4.10633
H -0.94470 -2.59597 -1.83376
H -0.41747 1.48714 -3.04071
H -1.11208 0.90164 -5.31225
H -0.37035 -1.60051 1.88936
H 0.87793 -3.52471 2.75834
H 2.64555 -4.58314 1.38877
H 3.17311 -3.69125 -0.85736
H 1.93912 -1.74834 -1.72381
H -0.52252 2.69574 -1.01213
H 0.98912 4.61919 -1.06241
H 3.40601 4.30863 -0.63356
H 4.28860 2.04784 -0.15806
H 2.80115 0.10897 -0.16299

E_HOMO (spin up / spin down): -4.58 / -8.57 eV
LUMO (spin up / spin down): 0.36 / 0.35 eV
Strongest force on any atom: 0.65 eV/Å
Total charge: 0
Multiplicity: 2
Orbital gap (spin up / spin down): 4.942 / 8.925 eV
<S²>: 0.75



Below is a single C21H21N3O4 molecule, with properties calculated with the ωB97M-V functional and the def2-TZVPD basis.

Geometry (Å):
C 3.68430 -2.09211 1.73871
O 3.54920 -3.45973 1.43997
C 2.46638 -4.11272 2.06520
C 1.21801 -4.21673 1.17327
N 0.60869 -2.92611 0.91880
C 0.88064 -2.27153 -0.23906
C 0.38557 -1.03846 -0.53733
C 0.86252 -0.38813 -1.79030
O 1.01381 -0.98754 -2.83438
N 1.20288 0.91409 -1.62575
C 1.64822 1.75043 -2.72463
C 0.74349 2.92367 -2.90918
C 0.69940 4.13410 -2.27835
C -0.42122 4.81746 -2.80902
C -0.97618 3.97018 -3.71669
O -0.28150 2.82457 -3.78171
C -0.51780 -0.45997 0.39727
C -1.33851 0.71065 0.41397
C -1.62341 1.72354 -0.50345
C -2.50613 2.71593 -0.14439
C -3.12486 2.71818 1.10917
C -2.89702 1.71190 2.02083
C -2.00945 0.70012 1.66467
N -1.64962 -0.41554 2.36360
C -2.15546 -0.77596 3.65962
C -0.76685 -1.13357 1.59996
C -0.18646 -2.40489 1.93375
O -0.34048 -3.02881 2.98014
H 2.85463 -1.49243 1.34882
H 4.60869 -1.77033 1.26209
H 3.75933 -1.92982 2.82074
H 2.19945 -3.62080 3.00709
H 2.80583 -5.13028 2.28276
H 1.48667 -4.67362 0.22066
H 0.48383 -4.83643 1.69491
H 1.55049 -2.76772 -0.92459
H 1.04141 1.36109 -0.73712
H 1.63440 1.11783 -3.61606
H 2.66934 2.09715 -2.53240
H 1.38162 4.49580 -1.53637
H -0.76006 5.79899 -2.54885
H -1.83051 4.06322 -4.35716
H -1.18539 1.71296 -1.48743
H -2.73151 3.50553 -0.84556
H -3.80815 3.51668 1.35712
H -3.39736 1.70150 2.97684
H -1.70721 -1.72248 3.95498
H -1.89963 -0.00748 4.39268
H -3.24184 -0.88423 3.62561

E_HOMO: -7.71 eV
LUMO: 0.38 eV
Strongest force on any atom: 0.97 eV/Å
Total charge: 0
Orbital gap: 8.087 eV
Energy above the lowest of the compared OMol25 structures with the same formula, charge and spin: 48.4 kcal per mole



Below is a single C21H21N3O5 molecule in a non-equilibrium geometry, with properties calculated with the ωB97M-V functional and the def2-TZVPD basis.

Geometry (Å):
C -0.06199 5.78128 3.16646
C 1.11072 5.63550 2.20497
C 2.05255 4.50399 2.61761
N 1.38017 3.21816 2.57459
N 1.07117 2.79607 1.36184
C 0.43109 1.68706 1.18576
C 0.12255 1.34884 -0.23502
O 0.92014 1.29739 -1.13073
O -1.19617 1.14657 -0.40158
C -1.57865 0.74814 -1.70365
C -1.11331 -0.69720 -1.96432
O -0.77474 -1.41852 -1.05518
N -1.16450 -1.02799 -3.27451
C -0.84727 -2.25133 -3.88918
C -1.03243 -2.34871 -5.26359
C -0.73740 -3.53669 -5.90958
C -0.26231 -4.62105 -5.20283
C -0.07225 -4.52523 -3.82267
O 0.40055 -5.63884 -3.20874
C 0.62395 -5.59934 -1.81782
C -0.36710 -3.33611 -3.16558
C 0.04468 0.83301 2.27832
C -0.58469 -0.40883 2.12900
C -0.90420 -1.15154 3.24334
C -0.60534 -0.68670 4.52348
C 0.03141 0.52242 4.68668
C 0.36797 1.28952 3.56998
C 1.06824 2.56198 3.75634
O 1.37718 3.03230 4.83551
H -0.68067 6.63007 2.88545
H -0.68419 4.88868 3.15531
H 0.29499 5.93196 4.18247
H 0.74375 5.43232 1.19694
H 1.68470 6.56300 2.17953
H 2.90589 4.46171 1.93705
H 2.39675 4.64317 3.64420
H -2.66942 0.80055 -1.72653
H -1.14266 1.42755 -2.44494
H -1.45766 -0.30918 -3.92205
H -1.40310 -1.50150 -5.82208
H -0.88072 -3.61378 -6.97652
H -0.02819 -5.55219 -5.69242
H 1.36635 -4.84102 -1.55201
H -0.30253 -5.40763 -1.26817
H 1.00342 -6.58524 -1.55408
H -0.22864 -3.23194 -2.10461
H -0.80344 -0.78482 1.14216
H -1.38903 -2.10914 3.12381
H -0.86590 -1.28225 5.38567
H 0.29056 0.90357 5.66270

E_HOMO: -8.49 eV
LUMO: 0.25 eV
Strongest force on any atom: 1.24 eV/Å
Total charge: 0
Orbital gap: 8.742 eV
Energy above the lowest of the compared OMol25 structures with the same formula, charge and spin: 35.5 kcal per mole